DFT (wB97M-V/def2-TZVPD) results for C18H25BrIN4O5Pd as an isolated structure in a non-equilibrium geometry.

Element x y z (Å)
Pd (-0.795, -0.817, 0.677)
C (3.201, -4.040, 0.415)
C (3.565, -3.110, -0.745)
C (3.209, -1.616, -0.535)
C (3.641, -0.810, -1.766)
C (3.273, 0.674, -1.676)
C (3.991, -1.127, 0.669)
O (5.195, -0.964, 0.634)
N (3.279, -0.928, 1.820)
C (1.904, -1.099, 2.011)
O (1.457, -0.973, 3.127)
N (1.152, -1.419, 0.898)
C (1.693, -1.513, -0.365)
O (0.996, -1.584, -1.362)
H (3.441, -5.074, 0.157)
H (2.134, -3.992, 0.643)
H (3.754, -3.783, 1.321)
H (3.050, -3.435, -1.650)
H (4.641, -3.150, -0.921)
H (3.158, -1.255, -2.634)
H (4.722, -0.915, -1.864)
H (2.197, 0.812, -1.551)
H (3.572, 1.201, -2.584)
H (3.772, 1.151, -0.828)
H (3.790, -0.630, 2.634)
Br (-3.035, 4.824, 2.009)
C (-2.342, 4.979, 0.172)
C (-2.118, 6.289, -0.259)
C (-1.655, 6.477, -1.555)
C (-1.419, 5.367, -2.364)
C (-1.653, 4.085, -1.870)
C (-2.144, 3.836, -0.567)
I (-0.166, 1.688, 0.921)
H (-2.288, 7.136, 0.400)
H (-1.465, 7.483, -1.919)
H (-1.049, 5.512, -3.378)
H (-1.436, 3.230, -2.520)
C (-2.266, -3.058, -1.056)
O (-2.492, -3.117, 0.386)
C (-1.640, -2.576, 1.159)
C (-2.076, -2.731, 2.573)
H (-3.007, -2.384, -1.470)
H (-2.398, -4.064, -1.437)
H (-1.273, -2.677, -1.263)
H (-1.699, -3.682, 2.971)
H (-3.160, -2.729, 2.645)
H (-1.646, -1.937, 3.171)
N (-4.497, 0.002, 1.527)
C (-3.599, 0.541, 0.626)
N (-3.684, 1.828, 0.358)
O (-2.792, -0.273, 0.065)
H (-5.316, 0.521, 1.782)
H (-4.561, -0.999, 1.538)
H (-4.251, 2.386, 0.979)
H (-2.867, 2.440, -0.148)

Force components x, y, z for each atom (eV/Å):
Pd 0.1 -0.5 0.5
C 0.0 0.1 -0.1
C 0.0 0.0 0.2
C 0.0 0.0 0.1
C -0.1 0.3 0.0
C 0.0 -0.1 0.1
C 0.0 0.0 0.1
O 0.0 0.0 0.1
N 0.2 -0.1 -0.3
C -0.3 -0.1 -0.3
O -0.2 -0.1 0.1
N -0.1 0.6 -0.6
C 0.3 -0.1 0.7
O -0.2 -0.2 -0.1
H 0.0 0.1 0.0
H 0.0 0.0 0.0
H 0.0 0.0 0.0
H 0.0 0.0 -0.1
H 0.0 0.0 -0.1
H 0.0 0.0 0.0
H 0.0 -0.1 0.0
H 0.0 0.0 0.0
H 0.0 0.0 0.0
H 0.0 0.0 -0.1
H 0.1 0.0 0.1
Br 0.0 0.0 0.0
C 0.1 0.2 -0.5
C 0.0 -0.1 0.2
C 0.0 0.0 0.1
C 0.0 -0.2 0.0
C 0.0 0.2 0.1
C -0.4 0.0 -0.5
I 0.5 -0.1 0.0
H 0.0 -0.1 -0.1
H 0.0 -0.1 0.0
H 0.0 0.0 0.1
H -0.1 0.2 0.1
C -0.2 0.2 0.2
O -0.2 -1.2 -1.1
C -0.6 1.8 0.1
C 0.6 -0.4 0.4
H -0.1 0.1 0.1
H 0.0 -0.1 0.1
H 0.2 0.1 0.1
H 0.0 0.0 0.0
H -0.1 -0.1 0.0
H 0.1 0.1 0.1
N 0.2 -0.1 0.1
C -0.2 0.2 -0.1
N 0.2 -1.2 0.1
O 0.2 0.0 0.3
H 0.0 0.0 0.0
H 0.0 0.0 0.0
H 0.0 0.0 0.0
H 0.2 0.9 0.0

As for the orbital gap: 5.8245 eV. Its charge is -1. The calculation puts the HOMO energy at -3.84 eV.